1.
A cluster of 2 separate species, C2H8N3 in total, computed with wB97M-V/def2-TZVPD.

Gap between HOMO and LUMO   0.3628 Ha
ΔE to the lowest compared entry with this formula, charge and spin   4.0908 eV
Charge   +1

Cartesian coordinates (Å):
C -0.369 1.116 0.487
C 0.002 -1.150 0.461
N -0.016 0.094 1.215
N -0.715 0.691 -0.700
N -0.339 -0.644 -0.882
H -0.331 2.129 0.774
H 2.046 0.417 -1.169
H 0.955 -1.661 0.599
H -0.887 -1.718 1.039
H -0.106 0.026 2.244
H -0.732 1.340 -1.486
H 1.356 0.491 -1.008
H -0.865 -1.131 -1.574

Charges obtained by Mulliken population analysis, quoted in units of e: -0.1087 -0.3592 -0.1052 -0.1038 -0.1982 0.4237 0.1328 0.2798 0.3305 0.2848 0.2745 -0.1275 0.2766

=====

2.
A cluster of 4 separate species, C3H13O5 in total, computed with wB97M-V/def2-TZVPD.

Gap between HOMO and LUMO   0.3166 Ha
ΔE to the lowest compared entry with this formula, charge and spin   0.4911 eV
Charge   -1

Cartesian coordinates (Å):
C -0.383 -1.207 1.375
O -0.637 -1.960 0.211
C 0.897 -0.359 1.210
C 0.704 1.129 1.143
O 0.312 1.706 2.446
H -1.237 -0.498 1.520
H -0.354 -2.016 2.111
H 1.333 -0.715 0.285
H 1.544 -0.626 2.055
H 1.634 1.647 0.922
H -0.081 1.396 0.451
H 0.882 1.207 3.032
H -1.718 -0.518 -2.055
H -2.335 0.263 -0.941
O -2.598 -0.059 -1.822
H 0.295 0.752 -1.895
H 1.140 1.552 -2.888
O 0.683 1.672 -2.049
H -0.614 -1.445 -0.684
H 0.698 -1.066 -2.403
O -0.165 -0.854 -2.024

Charges obtained by Mulliken population analysis, quoted in units of e: -0.3446 -0.6282 -0.4572 -0.4135 -0.5388 0.1692 0.2887 0.3192 0.3486 0.2373 0.2525 0.3134 0.5050 0.2770 -0.7318 0.5212 0.2295 -0.6987 0.3010 0.1316 -1.0814

=====

3.
A structure of composition C17H33AlF6NO7Si, computed with wB97M-V/def2-TZVPD.

Gap between HOMO and LUMO   0.2673 Ha
Charge   -1

Cartesian coordinates (Å):
C 3.675 2.770 1.844
N 4.852 2.472 0.938
C 5.041 3.778 0.138
C 4.545 1.410 -0.095
O 5.227 1.470 -1.270
C 3.494 0.160 0.068
Al 1.802 0.668 -1.000
O 2.132 0.988 -2.842
C 0.255 -0.720 -0.784
C -1.105 0.091 -1.324
O -2.343 -0.347 -0.662
Si -3.250 0.990 0.026
C -2.708 1.463 1.835
C -5.115 0.382 0.131
C -3.293 2.586 -1.069
H 3.131 1.828 2.276
H 2.931 3.554 1.341
H 4.124 3.349 2.786
H 5.122 4.626 0.971
H 6.049 3.809 -0.456
H 4.090 4.045 -0.515
H 3.943 -0.822 -0.421
H 3.268 -0.095 1.211
H 1.317 2.079 -0.389
H 2.486 0.094 -3.187
H 0.450 -1.643 -1.515
H 0.080 -1.041 0.328
H -1.204 -0.235 -2.467
H -0.860 1.230 -1.222
H -3.644 1.540 2.570
H -1.902 0.700 2.275
H -2.189 2.538 1.862
H -5.856 1.262 0.398
H -5.245 -0.569 0.801
H -5.378 0.064 -0.990
H -4.381 2.994 -1.282
H -2.694 3.418 -0.468
H -2.669 2.355 -2.031
C -2.970 -4.424 -5.992
C -2.921 -2.908 -6.034
O -1.879 -2.416 -5.177
C -0.616 -2.396 -5.710
O -0.349 -2.771 -6.848
C 0.380 -1.807 -4.713
F 0.205 -2.284 -3.446
F 0.275 -0.450 -4.624
F 1.678 -2.067 -5.037
H -3.071 -4.777 -4.960
H -3.812 -4.800 -6.579
H -2.047 -4.860 -6.388
H -3.863 -2.500 -5.655
H -2.797 -2.536 -7.057
C 0.153 -2.911 6.060
C 1.306 -1.955 6.303
O 1.205 -0.815 5.436
C 0.378 0.194 5.857
O -0.258 0.163 6.907
C 0.402 1.358 4.868
F 0.336 0.948 3.568
F 1.544 2.097 4.974
F -0.632 2.229 5.042
H 0.102 -3.190 5.003
H 0.269 -3.818 6.661
H -0.805 -2.446 6.314
H 2.252 -2.452 6.066
H 1.360 -1.646 7.354

Charges obtained by Mulliken population analysis, quoted in units of e: -0.5838 -0.1143 -0.7596 0.2955 -0.6280 -0.3990 0.1325 -0.5752 -0.2186 0.0828 -0.4093 0.7678 -0.8005 -0.9626 -0.9470 0.0776 0.2629 0.2945 0.3077 0.2173 0.2654 0.3173 0.2030 -0.3081 0.2079 0.0370 0.2894 -0.2311 0.0518 0.3042 0.0467 0.2751 0.2675 0.2535 0.1959 0.2983 0.2573 0.2655 -1.0805 -0.2501 -0.2281 0.1221 -0.5529 1.0678 -0.2736 -0.1911 -0.2738 0.2927 0.3718 0.3030 0.3189 0.3116 -1.1033 -0.2074 -0.2700 0.2274 -0.5364 0.9702 -0.1571 -0.2508 -0.2632 0.3036 0.3732 0.3102 0.3205 0.3085

=====

4.
A cluster of 12 separate species, C25H50Br22ClO3S in total, computed with wB97M-V/def2-TZVPD.

Gap between HOMO and LUMO   0.2800 Ha
Charge   -1

Cartesian coordinates (Å):
C -0.280 -3.036 -0.349
C 0.735 -3.417 -1.428
Cl 1.913 -4.611 -0.731
C 1.496 -2.216 -1.964
S 0.513 -1.359 -3.202
O 1.383 -1.160 -4.349
O -0.602 -2.254 -3.483
O 0.093 -0.131 -2.532
H -1.298 -3.172 -0.704
H -0.173 -1.991 -0.057
H -0.141 -3.641 0.546
H 0.248 -3.950 -2.236
H 2.461 -2.488 -2.386
H 1.660 -1.500 -1.161
Br -5.951 -0.001 -3.977
C -4.207 0.421 -3.206
C -3.354 -0.799 -3.004
Br -3.960 -1.857 -1.481
H -4.406 0.953 -2.280
H -3.729 1.092 -3.916
H -2.327 -0.517 -2.781
H -3.347 -1.472 -3.854
Br -4.197 0.711 3.699
C -5.626 0.444 2.404
C -5.124 0.570 0.993
Br -4.809 2.428 0.496
H -6.402 1.166 2.639
H -5.985 -0.568 2.578
H -5.866 0.199 0.289
H -4.189 0.044 0.834
Br -6.192 -3.040 1.416
C -5.610 -4.229 2.843
C -4.178 -3.971 3.242
Br -2.879 -4.653 1.967
H -5.778 -5.242 2.492
H -6.270 -4.022 3.682
H -3.957 -4.482 4.178
H -3.971 -2.911 3.353
Br -2.204 -8.589 3.795
C -2.864 -8.566 1.963
C -1.856 -9.119 0.992
Br -0.413 -7.867 0.646
H -3.126 -7.536 1.743
H -3.762 -9.181 1.971
H -2.326 -9.298 0.027
H -1.399 -10.037 1.350
Br 2.802 3.145 -2.132
C 0.926 3.041 -1.632
C 0.758 3.205 -0.144
Br 1.260 1.576 0.775
H 0.553 2.084 -1.997
H 0.438 3.858 -2.161
H -0.285 3.378 0.114
H 1.369 4.008 0.257
Br 6.517 1.228 0.586
C 5.060 1.737 1.771
C 4.901 0.764 2.909
Br 4.044 -0.871 2.312
H 4.166 1.807 1.159
H 5.327 2.721 2.154
H 4.243 1.181 3.670
H 5.850 0.487 3.358
Br 4.257 -1.128 -6.969
C 3.062 0.235 -6.270
C 2.971 1.426 -7.180
Br 4.562 2.555 -7.107
H 3.427 0.484 -5.280
H 2.095 -0.250 -6.164
H 2.147 2.065 -6.868
H 2.846 1.150 -8.222
Br 0.731 -5.137 -4.860
C -0.325 -4.748 -6.432
C -1.795 -4.945 -6.177
Br -2.289 -6.832 -6.145
H 0.050 -5.373 -7.236
H -0.130 -3.701 -6.655
H -2.385 -4.507 -6.979
H -2.101 -4.525 -5.224
Br -1.225 3.687 2.760
C -2.487 4.234 4.132
C -1.812 4.461 5.460
Br -1.351 2.785 6.336
H -3.250 3.463 4.176
H -2.928 5.162 3.772
H -2.485 4.972 6.145
H -0.891 5.026 5.366
Br -0.108 7.557 3.851
C 1.475 8.154 4.806
C 2.349 6.991 5.193
Br 1.599 5.988 6.681
H 1.130 8.716 5.668
H 2.001 8.818 4.124
H 3.322 7.342 5.532
H 2.478 6.285 4.379
Br 9.258 5.213 0.394
C 7.390 5.045 0.903
C 7.178 5.372 2.358
Br 7.795 3.934 3.513
H 7.092 4.029 0.656
H 6.849 5.748 0.274
H 6.117 5.485 2.570
H 7.709 6.268 2.663

These are the Mulliken partial charges, in e, on atoms 1 to 99: -0.9162 0.9592 -0.2980 -1.3646 1.1843 -0.6913 -0.6071 -0.7523 0.0498 0.1836 0.4663 -0.1424 0.5034 0.3284 -0.2066 -0.3276 0.0584 -0.1565 0.1218 0.4124 -0.3397 0.3908 -0.1640 -0.3193 -0.5739 -0.1903 0.4258 0.0887 0.3871 0.3510 -0.1463 -0.5644 -0.4613 -0.0709 0.3836 0.3465 0.3682 0.2127 -0.1347 -0.3396 -0.6044 -0.1049 0.0896 0.3567 0.3502 0.3725 -0.1865 -0.2381 -0.6592 -0.0691 0.0691 0.3995 0.1946 0.4669 -0.1277 0.1838 -0.6602 -0.1469 0.0338 -0.0530 0.3661 0.4147 -0.1757 -0.3414 -0.4994 -0.1917 0.3213 0.1850 0.3611 0.4003 -0.0956 -0.5294 -0.4719 -0.1739 0.4042 0.2935 0.3883 0.1919 -0.0313 -0.4211 -0.1172 -0.1552 0.1337 0.3485 0.4028 -0.1244 -0.1121 -0.5769 -0.6238 -0.1145 0.3576 0.3519 0.3656 0.3573 -0.1401 -0.1589 -0.6555 -0.1143 -0.0352

=====

| no. | HOMO level (hartree) | E_tot (eV) |
| --- | --- | --- |
| 1 | -0.5048 | -6664.5382 |
| 2 | -0.1869 | -13559.9669 |
| 3 | -0.1829 | -64766.4244 |
| 4 | -0.2353 | -1597176.2925 |